Record 1
Density functional theory data (ωB97M-V/def2-TZVPD) for C18H23BaN3O4 as an isolated structure.

Its lowest unoccupied orbital energy is -1.2 eV. The highest occupied orbital energy is -5.924 eV. As for the total charge: 0.

Last column: Löwdin charge in e.
Geometry (Å):
Ba  -0.2160  -0.6531  1.8620  1.803
C  -1.0316  4.0893  1.1081  -0.029
C  -0.7347  2.6715  1.0769  -0.371
C  -0.5797  1.9649  -0.3171  -0.437
O  -0.3643  0.7735  -0.3690  -0.256
C  -0.6529  2.7767  -1.5388  -0.012
C  -0.8579  4.1716  -1.4220  -0.352
C  -1.1046  4.7811  -0.0440  -0.358
O  -1.3988  6.0474  0.1189  -0.047
O  -0.7714  4.8768  -2.5088  -0.047
O  -0.5077  1.9905  2.1216  -0.289
H  -1.2556  4.4500  2.1011  0.112
H  -0.4408  2.3576  -2.5113  0.099
C  1.8377  -6.4407  -0.1692  -0.100
C  2.1681  -6.2852  1.3112  -0.259
C  2.9241  -5.0115  1.6296  -0.182
C  2.2960  -3.7017  1.3262  -0.173
N  1.8087  -2.6931  1.1021  0.054
H  1.0840  -5.7270  -0.5019  0.075
H  1.5190  -7.4422  -0.4581  0.075
H  2.7195  -6.2840  -0.7904  0.077
H  2.7051  -7.1408  1.7208  0.116
H  1.2399  -6.2198  1.8788  0.108
H  3.8764  -5.0417  1.1002  0.126
H  3.1444  -5.0508  2.6964  0.122
C  2.7810  3.6807  -1.0510  -0.076
C  2.9437  3.8087  0.4882  -0.235
C  3.7135  2.6720  1.1472  -0.169
C  2.9575  1.4347  1.1578  -0.183
N  2.4165  0.4190  1.1824  0.068
H  3.6835  3.8401  -1.6411  0.072
H  2.0374  4.4297  -1.3232  0.073
H  2.2769  2.7534  -1.3233  0.066
H  2.0019  4.1155  0.9431  0.107
H  3.4875  4.7294  0.6994  0.106
H  3.9595  2.9876  2.1611  0.124
H  4.6375  2.4895  0.5987  0.127
C  -5.0233  -2.1983  -1.1638  -0.111
C  -5.1907  -0.7316  -1.6353  -0.223
C  -3.9305  0.1271  -1.3259  -0.162
C  -3.4028  0.0182  0.0266  -0.197
N  -3.0155  -0.0812  1.1160  0.076
H  -5.6942  -2.8351  -1.7403  0.066
H  -5.2346  -2.3209  -0.1015  0.071
H  -4.0399  -2.6116  -1.3879  0.069
H  -6.0318  -0.2877  -1.1028  0.108
H  -5.3813  -0.7048  -2.7082  0.109
H  -4.2341  1.1534  -1.5323  0.131
H  -3.1247  -0.1468  -2.0068  0.129



Record 2
Density functional theory data (ωB97M-V/def2-TZVPD) for C18H23Br45NO6S2 as an isolated structure.

Its lowest unoccupied orbital energy is 1.0 eV. The highest occupied orbital energy is -6.767 eV. As for the total charge: -1.

Last column: Löwdin charge in e.
Geometry (Å):
C  7.2438  -0.9608  -0.0832  -0.088
C  6.2885  -0.9602  -1.2668  -0.318
O  5.0080  -1.4949  -0.9498  -0.142
C  4.1589  -0.4224  -0.6363  -0.289
S  2.4711  -0.9948  -0.3206  0.466
O  2.5971  -2.2271  0.4182  -0.402
O  1.8303  -1.2104  -1.6007  -0.348
N  1.6848  0.0897  0.6035  -0.432
S  2.1530  1.5911  0.4094  0.393
O  1.1176  2.4143  0.9795  -0.370
O  3.4366  1.9114  0.9888  -0.361
O  2.1893  2.0218  -1.1333  -0.192
H  6.8695  -0.2513  0.6564  0.006
H  7.3771  -1.9487  0.3470  0.081
H  8.1864  -0.5448  -0.4441  0.073
H  6.7102  -1.5034  -2.1140  0.086
H  6.1971  0.0838  -1.5811  0.063
H  4.5287  0.0570  0.2687  0.101
H  4.0747  0.2863  -1.4629  0.068
H  3.1260  2.0692  -1.3855  -0.031
C  9.0685  -0.4098  3.6015  -1.639
Br  10.0633  0.6197  2.3129  0.564
Br  7.1782  -0.2108  3.3610  0.637
Br  9.5977  -2.2605  3.5845  0.563
H  9.3140  -0.0177  4.5769  -0.035
C  5.4183  4.8413  -1.7652  -1.595
Br  4.6106  5.0859  -0.0437  0.630
Br  5.2848  3.0077  -2.3363  0.637
Br  4.6657  6.0311  -3.0732  0.561
H  6.4674  5.0781  -1.6683  -0.027
C  -0.4452  -2.7871  -3.7083  -1.625
Br  0.3061  -1.7888  -5.1677  0.572
Br  -2.3679  -2.6702  -3.6890  0.534
Br  0.1534  -4.6112  -3.7069  0.583
H  -0.0842  -2.3299  -2.7932  -0.051
C  5.2298  0.7003  -6.0675  -1.629
Br  4.0460  2.1444  -5.6052  0.559
Br  6.8512  1.3148  -6.9019  0.568
Br  5.5747  -0.4004  -4.5278  0.648
H  4.7140  0.0878  -6.7920  -0.032
C  -5.0742  -0.3282  -5.5432  -1.630
Br  -5.9946  1.3443  -5.7652  0.578
Br  -5.8919  -1.4086  -4.1806  0.549
Br  -4.9092  -1.2678  -7.2178  0.569
H  -4.0712  -0.1010  -5.2091  -0.036
C  -1.7224  -2.3627  1.7944  -1.569
Br  -2.8510  -0.8471  2.2366  0.518
Br  -0.0065  -1.7923  1.1231  0.823
Br  -1.5746  -3.5866  3.2863  0.535
H  -2.2170  -2.9008  0.9987  -0.034
C  -5.0849  -4.0911  5.5767  -1.677
Br  -3.7895  -3.3318  6.7793  0.578
Br  -5.2858  -3.0384  3.9895  0.544
Br  -4.6991  -5.9276  5.1699  0.543
H  -6.0349  -4.0777  6.0881  -0.134
C  2.0864  3.6167  4.4070  -1.640
Br  0.4163  3.7409  5.3542  0.563
Br  3.3211  4.9901  4.9647  0.528
Br  2.8555  1.8718  4.5379  0.607
H  1.8716  3.7846  3.3583  -0.043
C  -1.1438  4.0097  -0.4775  -1.635
Br  -2.0797  2.4519  0.1214  0.597
Br  -2.0684  4.8950  -1.9240  0.545
Br  -0.7803  5.2398  0.9607  0.556
H  -0.1887  3.6780  -0.8603  -0.047
C  2.3601  9.4102  -1.5839  -1.637
Br  3.8545  9.8056  -0.4375  0.561
Br  2.9278  9.1324  -3.4026  0.533
Br  1.3375  7.9199  -0.9312  0.561
H  1.7151  10.2759  -1.5802  -0.034
C  -8.4740  -7.4726  3.7062  -1.639
Br  -7.0034  -7.7135  2.4938  0.575
Br  -8.3045  -5.8474  4.7169  0.549
Br  -10.1667  -7.5630  2.7955  0.571
H  -8.4473  -8.2916  4.4093  -0.030
C  -8.1340  -3.0674  8.2081  -1.637
Br  -8.2080  -2.5461  6.3574  0.594
Br  -7.9881  -1.5427  9.3662  0.588
Br  -9.6209  -4.1901  8.6857  0.575
H  -7.2359  -3.6546  8.3403  -0.033
C  -6.1049  -4.9860  -6.6890  -1.650
Br  -7.7260  -5.0578  -5.6555  0.549
Br  -4.5813  -4.6332  -5.5860  0.527
Br  -5.8748  -6.5684  -7.7616  0.569
H  -6.2035  -4.1528  -7.3710  -0.057
C  6.1366  7.1076  7.6604  -1.657
Br  7.3919  8.0559  8.7711  0.556
Br  5.8142  8.0353  6.0080  0.561
Br  6.6817  5.2911  7.3645  0.567
H  5.1992  7.0767  8.1957  -0.030
C  -11.4421  -3.8483  -7.2997  -1.666
Br  -10.1562  -4.1068  -8.7009  0.554
Br  -11.2433  -2.1286  -6.4667  0.571
Br  -13.2395  -4.1374  -7.9220  0.565
H  -11.2424  -4.5939  -6.5439  -0.037



Record 3
Density functional theory data (ωB97M-V/def2-TZVPD) for an isolated ion of composition C18H23BrNO2 and charge +1.

The structure (SMILES) is OCCCC[NH2+]Cc1cc(Br)ccc1OCc1ccccc1. Its lowest unoccupied orbital energy is -2.6 eV. The highest occupied orbital energy is -11.536 eV. As for the total charge: +1.

Last column: natural (NBO) charge in e.
Geometry (Å):
O  -1.8221  -2.0251  0.6335  -0.762
C  -2.1337  -1.6802  1.9833  -0.073
C  -1.1799  -2.4261  2.9147  -0.437
C  0.1955  -1.7711  3.1036  -0.422
C  0.8722  -1.2998  1.8198  -0.240
N  0.8281  -2.3360  0.7628  -0.538
C  1.5719  -1.9663  -0.4739  -0.240
C  0.9187  -0.7750  -1.1183  -0.144
C  -0.2582  -0.9480  -1.8283  -0.207
C  -0.9116  0.1456  -2.3694  -0.107
Br  -2.5812  -0.1110  -3.2560  0.079
C  -0.3694  1.4144  -2.2408  -0.183
C  0.8119  1.5916  -1.5473  -0.300
C  1.4654  0.5102  -0.9565  0.402
O  2.6196  0.5717  -0.2527  -0.528
C  3.0272  1.7811  0.3941  -0.100
C  2.3417  1.8911  1.7338  0.017
C  1.0347  2.3563  1.8289  -0.248
C  0.3889  2.3835  3.0534  -0.200
C  1.0411  1.9472  4.1945  -0.213
C  2.3440  1.4856  4.1083  -0.205
C  2.9880  1.4525  2.8835  -0.238
H  -2.4960  -1.6735  0.0418  0.510
H  -3.1612  -1.9825  2.2034  0.197
H  -2.0501  -0.5962  2.1247  0.176
H  -1.6476  -2.4988  3.8957  0.246
H  -1.0764  -3.4456  2.5368  0.208
H  0.0946  -0.8956  3.7459  0.243
H  0.8406  -2.4805  3.6248  0.218
H  0.3687  -0.4146  1.4293  0.235
H  1.9103  -1.0325  2.0245  0.239
H  -0.1953  -2.4295  0.5307  0.482
H  1.1795  -3.2215  1.1365  0.423
H  2.6045  -1.7284  -0.2150  0.249
H  1.5532  -2.8207  -1.1527  0.234
H  -0.6689  -1.9373  -1.9616  0.228
H  -0.8670  2.2635  -2.6819  0.243
H  1.2196  2.5868  -1.4766  0.233
H  2.8386  2.6575  -0.2287  0.193
H  4.1059  1.6701  0.5229  0.214
H  0.5207  2.7117  0.9480  0.220
H  -0.6210  2.7595  3.1176  0.223
H  0.5406  1.9811  5.1500  0.227
H  2.8620  1.1581  4.9965  0.227
H  4.0066  1.0986  2.8203  0.220



Record 4
Density functional theory data (ωB97M-V/def2-TZVPD) for C18H23ClINNdO2PS as an isolated structure.

The multiplicity is 4. As for the expectation value of S²: 3.755. Its lowest unoccupied orbital energy (alpha / beta) is -10.3 / -10.3 eV. The highest occupied orbital energy (alpha / beta) is -14.134 / -14.145 eV. As for the total charge: +2.

Last column: Löwdin spin population.
Geometry (Å):
C  -3.5395  1.6780  -5.5931  0.000
C  -2.9881  0.7552  -4.5967  0.001
H  -4.3381  1.2101  -6.2010  0.000
H  -2.7111  2.0270  -6.2433  0.000
H  -3.9449  2.5672  -5.0652  0.000
O  -2.9705  -0.3280  -4.1310  0.001
I  -2.4318  3.2636  -0.1067  -0.019
Nd  -0.7037  1.2679  -1.3080  3.054
P  0.8809  -0.9630  -2.6951  -0.005
C  1.0969  -2.7658  -2.5149  -0.002
C  0.5455  -0.8548  -4.4912  0.001
H  2.7420  0.6138  -2.6522  0.000
H  3.1811  -0.9481  -3.4567  0.000
H  3.0797  -0.8186  -1.6598  0.000
C  2.6511  -0.4794  -2.6139  0.000
H  0.2854  0.1702  -4.7838  0.000
H  1.4522  -1.1727  -5.0246  0.000
H  1.9713  -3.1199  -3.0858  0.000
H  0.1950  -3.2855  -2.8577  0.000
H  -0.3009  -1.5001  -4.7535  0.000
H  1.2384  -3.0104  -1.4537  0.000
C  -1.5128  -1.2554  -1.1539  -0.003
O  -1.9125  -2.3051  -0.8788  0.000
Cl  1.2753  2.7590  -2.0378  -0.016
N  0.7216  0.4621  0.3582  -0.011
S  0.8420  -0.5767  1.6206  -0.002
C  1.7815  0.2814  2.8869  -0.001
C  1.6267  1.6553  3.0486  0.000
C  2.3181  2.3302  4.0542  0.000
C  3.1823  1.6217  4.8975  0.000
C  3.3488  0.2402  4.7416  0.000
C  2.6464  -0.4292  3.7430  0.000
C  -0.7686  -0.5481  2.3915  0.000
C  -1.2033  -1.6061  3.2125  0.000
C  -2.5177  -1.5728  3.7077  0.000
C  -3.3935  -0.5261  3.3838  0.000
C  -2.9337  0.5098  2.5660  0.000
C  -1.6040  0.5073  2.1166  0.000
H  1.6391  0.9273  0.2284  0.000
H  0.9769  2.2260  2.3878  0.000
H  2.2048  3.4140  4.1845  0.000
H  3.7435  2.1328  5.6745  0.000
H  4.0348  -0.3132  5.3941  0.000
H  2.7614  -1.5012  3.5897  0.000
H  -0.5071  -2.4151  3.4106  0.000
H  -2.8586  -2.4007  4.3305  0.000
H  -4.4396  -0.5573  3.7320  0.000
H  -3.6004  1.3004  2.2155  0.000
H  -1.2425  1.3328  1.4817  0.000



no.,E_tot (Eh)
1,-1190.3886
2,-117832.7459
3,-3478.7309
4,-2963.1969